This record from the OMol25 dataset describes 3 unconnected molecules or ions with the total composition C30H50N5O3 in a non-equilibrium geometry. The level of theory is ωB97M-V/def2-TZVPD.

```
88
Properties=species:S:1:pos:R:3:forces:R:3
O -0.66319 1.24420 0.46899 0.7 0.4 0.9
C -1.27613 1.09301 -0.53507 -0.3 -0.2 -0.9
C -2.66708 1.67275 -0.71638 0.4 -0.4 0.4
C -3.70266 0.57554 -0.41813 0.1 0.5 -0.1
N -4.75847 0.49602 -1.43526 -0.1 -0.3 0.0
C -4.83840 -0.50889 -2.36844 -0.1 -0.1 -0.3
C -5.93438 -0.28428 -3.12874 0.3 0.0 0.3
N -6.50108 0.86470 -2.63261 -0.3 -0.1 -0.3
C -5.78204 1.31859 -1.61491 0.3 0.0 0.2
N -0.78409 0.37713 -1.68190 0.5 -0.1 0.5
C 0.66425 0.29672 -1.73013 -0.4 0.1 0.0
C 1.38421 1.45264 -2.00569 0.4 -0.4 0.0
C 2.76941 1.36732 -2.08368 -0.3 -0.1 0.1
C 3.40750 0.15402 -1.87042 0.1 -0.3 0.1
C 2.68462 -0.99904 -1.58070 -0.3 0.5 -0.2
C 1.29573 -0.91984 -1.52357 0.4 0.1 0.0
H -2.72962 2.04454 -1.73211 -0.3 0.1 -0.1
H -2.74117 2.46187 0.02319 -0.3 0.4 -0.1
H -4.15481 0.74976 0.55143 -0.2 0.0 0.1
H -3.23642 -0.40072 -0.38495 -0.1 -0.3 0.0
H -4.11658 -1.29769 -2.43240 0.1 -0.1 0.1
H -6.32879 -0.85957 -3.93864 -0.2 0.0 -0.2
H -7.33884 1.29334 -2.99259 0.0 0.1 0.1
H -5.98408 2.19522 -1.02991 -0.1 0.2 0.1
H -1.12434 -0.57743 -1.59602 -0.3 0.0 -0.4
H 0.88285 2.39511 -2.15652 -0.1 0.1 -0.1
H 3.35128 2.24454 -2.31755 0.1 0.1 0.0
H 4.48384 0.09423 -1.92305 0.1 0.0 0.0
H 3.18750 -1.93556 -1.40193 0.1 -0.2 0.0
H 0.71039 -1.80344 -1.30717 -0.1 -0.1 0.0
C -1.17587 7.28292 2.52739 0.0 -0.1 0.1
C -2.42840 6.84401 1.73090 1.2 0.8 0.2
C -3.67732 7.53276 2.28381 -0.4 -0.2 0.2
C -4.12486 6.98336 3.63795 0.1 0.0 0.0
C -4.29068 5.46559 3.58041 -0.3 0.3 -0.2
C -3.04580 4.74808 3.05814 0.8 -0.5 1.0
N -2.59212 5.35750 1.77132 -1.9 0.3 -0.3
O -3.33860 4.95533 0.79441 0.5 -0.4 -0.2
C -1.92879 4.78859 4.11798 0.1 0.1 0.0
C -3.34700 3.26718 2.84592 -0.2 -0.1 -0.4
C -2.19156 7.29395 0.29280 -0.2 -0.2 -0.3
H -1.39408 7.54683 3.56073 0.0 -0.1 0.0
H -0.41218 6.50547 2.52410 0.0 0.0 0.0
H -0.72871 8.16723 2.07678 -0.1 0.0 -0.1
H -4.49945 7.41514 1.57031 0.1 -0.1 -0.1
H -3.48334 8.60412 2.36078 0.1 0.0 0.0
H -3.41278 7.25822 4.41972 0.0 0.0 0.0
H -5.07325 7.44282 3.92085 0.0 0.0 0.0
H -4.53468 5.07742 4.57121 0.1 -0.1 0.0
H -5.14371 5.22869 2.93537 0.1 0.0 -0.1
H -1.00578 4.36413 3.72148 0.0 0.0 0.0
H -2.22483 4.19194 4.98062 -0.1 -0.1 -0.1
H -1.71563 5.78392 4.49506 0.0 0.0 -0.1
H -4.19938 3.11431 2.18155 0.0 0.1 0.0
H -3.59132 2.80699 3.80211 0.0 0.1 0.1
H -2.48135 2.74666 2.42894 0.0 0.0 0.0
H -1.31723 6.79998 -0.13450 0.0 0.0 0.0
H -2.01735 8.36842 0.27741 0.0 0.0 0.1
H -3.04687 7.09488 -0.35107 0.0 -0.1 0.1
C 2.69040 -7.14561 -0.21681 0.1 0.0 0.1
C 3.31041 -6.19476 -1.26966 -1.1 -0.7 0.6
C 3.73422 -6.98524 -2.50846 0.4 -0.1 -0.2
C 4.98390 -7.83625 -2.28339 0.0 0.1 0.1
C 6.12634 -6.98523 -1.72690 -0.2 -0.1 -0.4
C 5.73632 -6.20672 -0.47000 0.5 -0.6 1.1
N 4.46994 -5.44732 -0.69831 0.6 0.2 -1.8
O 4.70047 -4.37722 -1.38909 -0.2 0.2 0.6
C 5.59941 -7.17085 0.72426 -0.2 -0.1 0.0
C 6.85181 -5.23953 -0.08879 0.0 0.4 -0.2
C 2.21594 -5.20511 -1.64524 0.0 0.5 -0.2
H 3.08948 -8.15707 -0.26422 0.1 0.0 0.0
H 2.83636 -6.76469 0.79384 0.0 0.0 0.0
H 1.61548 -7.23639 -0.36974 0.0 0.1 -0.1
H 3.93171 -6.28883 -3.32967 0.0 0.1 0.1
H 2.90190 -7.61630 -2.82832 -0.1 0.0 0.1
H 4.76713 -8.67004 -1.61062 0.0 0.0 0.0
H 5.29125 -8.28558 -3.22917 0.0 0.0 0.0
H 6.98714 -7.61681 -1.49982 0.0 0.0 0.1
H 6.45242 -6.28349 -2.50101 -0.1 0.1 0.1
H 5.22898 -6.64322 1.60410 0.0 0.0 0.0
H 6.57789 -7.58154 0.97145 0.1 0.1 -0.1
H 4.95126 -8.02188 0.53512 0.0 0.1 0.0
H 7.10663 -4.56310 -0.90255 -0.1 0.0 0.0
H 7.74869 -5.80451 0.16170 0.0 -0.1 0.0
H 6.57219 -4.64136 0.77957 0.0 0.0 0.0
H 1.91752 -4.60922 -0.77915 0.0 0.0 0.0
H 1.33831 -5.73811 -2.01003 0.0 -0.2 0.1
H 2.52996 -4.52531 -2.43665 0.1 0.0 0.1
```
Positions in Å, forces in eV/Å.

E_LUMO (alpha / beta): -2.9 / -2.9 eV
Charge: +1
Highest occupied orbital energy (alpha / beta): -9.79 / -10.70 eV
Relative energy (zero: lowest compared OMol25 entry of this formula, charge and spin): 0.0 kJ/mol
Total energy: -45505.049 eV
Frontier orbital gap (alpha / beta): 6.89 / 7.80 eV
Expectation value of S²: 2.008
2S+1: 3